Record 1
Formula: C2H3ClN2
Source: the OMol25 dataset
Level of theory: ωB97M-V with the def2-TZVPD basis set

```
8
C2H3ClN2, DFT ωB97M-V with the def2-TZVPD basis set
C 1.15 -0.01 0.20
C -0.23 0.04 -0.41
N -1.04 0.55 -1.26
N -1.52 -0.47 -0.29
Cl -2.69 0.18 0.87
H 1.07 -0.21 1.28
H 1.72 0.86 -0.15
H 1.55 -0.93 -0.25
```

The highest occupied orbital energy is -9.4 eV. As for the net charge: 0. The SMILES is CC1=NN1Cl. Its multiplicity is 1.

Record 2
Formula: C2H3ClN2
Source: the OMol25 dataset
Level of theory: ωB97M-V with the def2-TZVPD basis set

```
8
C2H3ClN2, DFT ωB97M-V with the def2-TZVPD basis set
C -0.46 0.25 -0.38
C 0.62 -0.50 0.30
N -1.82 -0.07 -0.09
N -1.42 0.94 0.46
Cl 2.13 0.48 0.29
H -0.16 0.85 -1.62
H 0.71 -1.40 -0.25
H 0.40 -0.55 1.29
```

The highest occupied orbital energy (spin up / spin down) is -7.3 / -11.3 eV. As for the net charge: 0. Its multiplicity is 3.

Record 3
Formula: C2H3ClN2O
Source: the OMol25 dataset
Level of theory: ωB97M-V with the def2-TZVPD basis set

```
9
C2H3ClN2O, DFT ωB97M-V with the def2-TZVPD basis set
C -0.96 -0.04 -0.37
C 1.28 -0.21 -0.03
N -1.55 0.94 0.20
N -2.36 1.72 0.48
O 0.25 -0.05 -0.99
Cl -1.51 -1.57 0.25
H 1.42 -1.26 0.22
H 1.25 0.59 0.72
H 2.19 -0.12 -0.48
```

The highest occupied orbital energy is -8.5 eV. As for the net charge: 0. Its multiplicity is 1.

Record 4
Formula: C2H3ClN2O
Source: the OMol25 dataset
Level of theory: ωB97M-V with the def2-TZVPD basis set

```
9
C2H3ClN2O, DFT ωB97M-V with the def2-TZVPD basis set
C -0.84 0.08 -0.94
C -0.10 -0.98 0.60
N -1.16 0.74 0.10
N -0.68 0.06 1.18
O -0.20 -1.01 -0.69
Cl 2.15 0.91 0.69
H -1.04 0.30 -2.03
H 1.53 1.58 -0.09
H 0.34 -1.67 1.18
```

The highest occupied orbital energy (spin up / spin down) is -5.5 / -10.9 eV. As for the net charge: 0. Its multiplicity is 3.

Record 5
Formula: C2H3ClN2O2
Source: the OMol25 dataset
Level of theory: ωB97M-V with the def2-TZVPD basis set

```
10
C2H3ClN2O2, DFT ωB97M-V with the def2-TZVPD basis set
C 2.49 -1.89 0.37
C 1.08 1.30 1.69
N 0.81 0.38 0.85
N 1.37 0.04 -0.35
O 1.72 -1.90 1.23
O 3.41 -1.85 -0.31
Cl 1.82 1.42 -1.31
H 0.32 1.76 2.39
H 1.83 1.97 1.53
H 0.09 -0.28 1.17
```

The highest occupied orbital energy (spin up / spin down) is -8.3 / -8.3 eV. As for the net charge: 0. Its multiplicity is 1.

Record 6
Formula: C2H3ClN2O6
Source: the OMol25 dataset
Level of theory: ωB97M-V with the def2-TZVPD basis set

```
14
C2H3ClN2O6, DFT ωB97M-V with the def2-TZVPD basis set
C 0.53 -0.41 0.23
C -0.41 -1.51 -0.44
O -1.19 -1.22 -1.37
O -2.47 -0.13 0.59
N -2.91 0.93 0.11
O -3.48 1.84 0.73
Cl -0.60 -2.75 1.00
O 1.61 -0.18 -0.69
N 2.56 0.85 -0.16
O 3.51 1.15 -0.85
O 2.26 1.28 0.94
H -0.17 0.39 0.48
H 0.96 -0.86 1.13
H 0.15 -2.24 -1.03
```

The highest occupied orbital energy (spin up / spin down) is -11.2 / -11.0 eV. As for the net charge: 0. Its multiplicity is 1.

Record 7
Formula: C2H3ClN4
Source: the OMol25 dataset
Level of theory: ωB97M-V with the def2-TZVPD basis set

```
10
C2H3ClN4, DFT ωB97M-V with the def2-TZVPD basis set
C -1.60 -0.16 -0.47
C -1.05 1.17 -0.53
N 1.59 -0.23 2.19
N -1.85 -1.27 -0.25
N 1.65 -0.76 1.22
N 1.52 -0.95 0.05
Cl 1.99 -2.38 -0.76
H -1.11 1.66 -1.44
H -1.26 1.82 0.30
H 0.12 1.10 -0.31
```

The highest occupied orbital energy is -10.0 eV. As for the net charge: 0. Its multiplicity is 1.

Record 8
Formula: C2H3ClNO2S2
Source: the OMol25 dataset
Level of theory: ωB97M-V with the def2-TZVPD basis set

```
11
C2H3ClNO2S2, DFT ωB97M-V with the def2-TZVPD basis set
C 0.26 0.92 -0.36
C -1.95 -0.10 -0.10
N -0.62 0.06 -0.51
O 2.14 -0.93 1.48
O 2.55 -1.94 -0.69
S 1.89 0.98 -0.91
S 2.86 -0.87 0.20
Cl -0.10 2.32 0.81
H -2.17 -1.25 0.04
H -2.16 0.35 0.79
H -2.69 0.45 -0.76
```

The highest occupied orbital energy is -4.3 eV. As for the net charge: -1. Its multiplicity is 1.

Record 9
Formula: C2H3ClNP
Source: the OMol25 dataset
Level of theory: ωB97M-V with the def2-TZVPD basis set

```
8
C2H3ClNP, DFT ωB97M-V with the def2-TZVPD basis set
C 0.52 -0.06 -0.52
C 0.43 0.52 0.86
N 0.86 -1.09 -1.13
P -0.60 1.35 -0.48
Cl -3.04 -0.50 0.41
H -0.23 0.22 1.67
H 1.42 0.83 1.39
H 0.64 -1.28 -2.18
```

The highest occupied orbital energy (spin up / spin down) is -9.4 / -9.7 eV. As for the net charge: 0. Its multiplicity is 1.

Record 10
Formula: C2H3ClO2
Source: the OMol25 dataset
Level of theory: ωB97M-V with the def2-TZVPD basis set

```
8
C2H3ClO2, DFT ωB97M-V with the def2-TZVPD basis set
C -0.46 0.46 0.40
C 0.79 -0.21 0.10
H -2.01 0.23 -0.38
H 1.73 -0.02 0.62
H 0.41 -1.52 0.27
O -1.16 0.03 -0.63
O -0.69 1.26 1.19
Cl 1.39 -0.24 -1.56
```

The highest occupied orbital energy is -10.6 eV. As for the net charge: 0. Its multiplicity is 1.

Record 11
Formula: C2H3ClO2P
Source: the OMol25 dataset
Level of theory: ωB97M-V with the def2-TZVPD basis set

```
9
C2H3ClO2P, DFT ωB97M-V with the def2-TZVPD basis set
C 1.59 -0.57 0.05
C -0.09 0.37 -0.46
O 1.18 -1.48 0.68
O 2.51 0.06 -0.36
P -1.52 -0.61 0.00
Cl 0.04 2.00 0.30
H -0.20 0.47 -1.56
H -2.27 0.60 0.09
H -1.24 -0.84 1.26
```

The highest occupied orbital energy is -3.4 eV. As for the net charge: -1. Its multiplicity is 1.

Record 12
Formula: C2H3ClO2S
Source: the OMol25 dataset
Level of theory: ωB97M-V with the def2-TZVPD basis set

```
9
C2H3ClO2S, DFT ωB97M-V with the def2-TZVPD basis set
C 0.79 -0.30 -0.59
C -2.87 0.06 0.54
O -0.04 2.04 0.18
O -2.39 0.96 1.28
S 0.81 1.28 -0.86
Cl -2.17 -0.07 -1.06
H 1.37 -0.84 -1.19
H 0.27 -0.76 0.11
H -1.57 1.41 0.81
```

The highest occupied orbital energy is -8.9 eV. As for the net charge: 0. Its multiplicity is 1.

Record 13
Formula: C2H3ClO2S
Source: the OMol25 dataset
Level of theory: ωB97M-V with the def2-TZVPD basis set

```
9
C2H3ClO2S, DFT ωB97M-V with the def2-TZVPD basis set
C 0.54 0.28 -0.27
C 1.59 1.15 0.26
O -1.55 -1.41 -0.18
O 2.62 1.43 -0.35
S -0.91 -0.07 0.49
Cl -2.45 1.20 -0.18
H 1.43 1.62 1.36
H 0.64 0.20 -1.29
H -1.82 -1.40 -1.20
```

The highest occupied orbital energy (spin up / spin down) is -9.4 / -9.4 eV. As for the net charge: 0. Its multiplicity is 1.

Record 14
Formula: C2H3ClO2S
Source: the OMol25 dataset
Level of theory: ωB97M-V with the def2-TZVPD basis set

```
9
C2H3ClO2S, DFT ωB97M-V with the def2-TZVPD basis set
C -0.25 -0.77 1.33
C -1.57 -0.25 -1.92
O -0.88 1.44 0.49
O -2.38 0.06 -0.97
S 0.30 0.58 0.57
Cl -0.56 1.13 -2.55
H 0.29 -1.65 1.42
H -1.17 -0.57 1.69
H -2.15 0.86 -0.42
```

The highest occupied orbital energy is -9.1 eV. As for the net charge: 0. Its multiplicity is 1.

Record 15
Formula: C2H3ClO2S
Source: the OMol25 dataset
Level of theory: ωB97M-V with the def2-TZVPD basis set

```
9
C2H3ClO2S, DFT ωB97M-V with the def2-TZVPD basis set
C -0.73 -0.30 0.02
C 1.41 0.45 0.44
O -1.44 0.50 0.53
O 0.54 -0.56 0.09
S -1.46 -1.56 -1.44
Cl -3.34 -0.86 -1.31
H 2.27 0.03 1.02
H 0.96 1.22 1.18
H 1.80 1.08 -0.53
```

The highest occupied orbital energy (spin up / spin down) is -6.1 / -10.3 eV. As for the net charge: 0. Its multiplicity is 3.

Record 16
Formula: C2H3ClS
Source: the OMol25 dataset
Level of theory: ωB97M-V with the def2-TZVPD basis set

```
7
C2H3ClS, DFT ωB97M-V with the def2-TZVPD basis set
C -0.47 0.21 -0.46
C 0.57 -0.05 0.57
S -1.20 -1.45 -2.09
Cl -1.38 1.61 -0.37
H 1.37 -0.60 -0.02
H 1.00 0.87 0.94
H 0.11 -0.59 1.43
```

The highest occupied orbital energy (spin up / spin down) is -8.4 / -8.4 eV. As for the net charge: 0. Its multiplicity is 1.

Record 17
Formula: C2H3ClS
Source: the OMol25 dataset
Level of theory: ωB97M-V with the def2-TZVPD basis set

```
7
C2H3ClS, DFT ωB97M-V with the def2-TZVPD basis set
C 0.36 -0.05 0.29
C 0.99 0.42 -0.87
S -1.95 -0.28 1.47
Cl 0.19 1.07 -2.22
H 1.00 -0.48 1.17
H -2.64 -1.12 0.81
H 2.07 0.44 -0.65
```

The highest occupied orbital energy (spin up / spin down) is -9.5 / -9.5 eV. As for the net charge: 0. Its multiplicity is 1.

Record 18
Formula: C2H3CoLiO2
Source: the OMol25 dataset
Level of theory: ωB97M-V with the def2-TZVPD basis set

```
9
C2H3CoLiO2, DFT ωB97M-V with the def2-TZVPD basis set
H -1.48 2.40 -1.68
O 0.48 -1.25 -0.51
C 0.96 -0.68 0.53
C 0.21 0.44 0.99
O -0.86 0.74 0.34
Li -1.11 -2.24 -0.83
Co -0.67 0.50 -1.54
H 1.76 -1.13 1.13
H 0.72 1.23 1.57
```

The highest occupied orbital energy (spin up / spin down) is -18.0 / -20.5 eV. As for the net charge: +2. Its multiplicity is 6.

Record 19
Formula: C2H3F2I
Source: the OMol25 dataset
Level of theory: ωB97M-V with the def2-TZVPD basis set

```
8
C2H3F2I, DFT ωB97M-V with the def2-TZVPD basis set
C -1.08 -0.43 0.03
C 0.76 0.40 0.08
F 0.79 1.26 1.06
F 0.81 1.20 -0.98
I 2.38 -0.92 0.02
H -1.51 0.45 -0.40
H -0.88 -1.18 -0.81
H -1.27 -0.78 1.02
```

The highest occupied orbital energy (spin up / spin down) is -5.5 / -9.8 eV. As for the net charge: 0. Its multiplicity is 3.

Record 20
Formula: C2H3F2IO
Source: the OMol25 dataset
Level of theory: ωB97M-V with the def2-TZVPD basis set

```
9
C2H3F2IO, DFT ωB97M-V with the def2-TZVPD basis set
C -0.05 -0.27 0.16
C 1.29 -0.62 -2.11
O 0.79 0.54 0.60
F 0.72 -0.03 -3.19
F 1.99 0.45 -1.68
I 2.49 -2.35 -2.45
H 0.03 -1.18 0.58
H -0.85 0.08 -0.45
H 0.94 1.36 0.03
```

The highest occupied orbital energy (spin up / spin down) is -8.1 / -7.5 eV. As for the net charge: 0. Its multiplicity is 1.